# 1
{
  "formula": "C10H19N3O4",
  "method": "ωB97M-V/def2-TZVPD",
  "symbols": ["C", "C", "C", "C", "C", "C", "C", "C", "C", "C", "H", "H", "H", "H", "H", "H", "H", "H", "H", "H", "H", "H", "H", "H", "H", "H", "H", "H", "H", "N", "N", "N", "O", "O", "O", "O"],
  "coordinates": [[1.80044, -0.05193, -0.86626], [0.61002, -0.97481, -0.63855], [2.74492, -0.05653, 0.31377], [3.15799, -1.53927, 0.73197], [3.98434, 0.90655, 0.11828], [-1.49695, -1.35968, 0.69879], [-2.44889, -1.91231, -0.33393], [-2.39128, -0.30097, 1.48429], [-3.17420, 0.78973, 0.61642], [-2.39975, 1.90064, -0.13251], [1.10471, 1.72517, -0.33878], [0.73594, 1.72350, -1.92515], [2.46778, -0.38084, -1.69039], [2.20540, 0.23809, 1.23511], [3.51776, -1.46410, 1.79072], [2.41410, -2.30197, 0.74049], [4.06570, -1.71903, 0.21302], [4.80783, 0.46742, -0.64782], [3.63317, 1.88007, -0.23650], [4.37102, 1.10282, 1.15551], [-0.59642, 0.42278, 0.26481], [-1.24255, -2.03239, 1.51618], [-1.85180, 0.20700, 2.30264], [-3.22402, -0.74112, 1.92844], [-3.84306, 1.37654, 1.31686], [-3.88597, 0.22122, 0.05269], [-3.76312, 2.26756, -1.64146], [-2.17332, 2.79388, -1.84822], [-0.88227, -2.11074, -1.45531], [1.49808, 1.41262, -1.18788], [-0.40236, -0.47838, 0.12014], [-2.77240, 2.06051, -1.44613], [0.38821, -2.13019, -1.13701], [-3.49977, -2.31328, -0.04775], [-1.55165, 2.44925, 0.54551], [-1.90766, -2.07780, -1.57201]],
  "homo_energy_ev": -9.886,
  "spin_multiplicity": 1,
  "total_energy_ha": -857.63851,
  "fmax_ev_per_a": 5.82,
  "e_lumo_ev": 0.483,
  "smiles": "CC(C)[C@H](N)C(=O)N[C@@H](CCC(N)=O)C(=O)O"
}



# 2
{
  "formula": "C10H19N4",
  "method": "ωB97M-V/def2-TZVPD",
  "symbols": ["C", "C", "C", "C", "C", "C", "C", "C", "C", "C", "N", "N", "N", "N", "H", "H", "H", "H", "H", "H", "H", "H", "H", "H", "H", "H", "H", "H", "H", "H", "H", "H", "H"],
  "coordinates": [[3.11324, -0.24430, -1.19708], [2.52365, 0.27024, 1.07172], [1.96945, 0.38221, -1.59319], [3.37288, -0.30995, 0.15521], [-3.01279, -0.26089, 0.30563], [-1.77383, -0.32275, 1.21032], [-2.74503, 0.81669, -0.68617], [-0.61747, -0.81923, 0.43713], [-1.37693, 0.79403, -1.25717], [4.60186, -1.15862, 0.53101], [1.52909, 1.04078, 0.59275], [-0.41143, 0.10624, -0.72833], [-3.22268, 1.95274, 2.02729], [1.13178, 1.06727, -0.73620], [3.82170, -0.72073, -1.82137], [2.74073, 0.42716, 2.19644], [1.57349, 0.46091, -2.64424], [-2.97622, -1.27057, -0.13551], [-4.05928, -0.25022, 0.81249], [-1.59940, 0.66157, 1.55165], [-1.92545, -1.00841, 2.06228], [-3.47066, 0.97899, -1.51833], [-2.84322, 1.72381, -0.04618], [0.25418, -0.82155, 0.95978], [-0.90360, -1.83324, 0.02905], [-1.12790, 1.36360, -2.14531], [4.21593, -1.59191, 1.46075], [5.50252, -0.53783, 0.55607], [4.84153, -1.92952, -0.18772], [1.11705, 1.87461, 1.20254], [-2.36199, 2.19015, 2.51028], [-3.40778, 1.01264, 2.27046], [-4.04498, 2.57515, 2.41127]],
  "homo_energy_ev": -11.400,
  "charge": 1,
  "spin_multiplicity": 1,
  "total_energy_ha": -611.06346,
  "fmax_ev_per_a": 4.27,
  "e_lumo_ev": -3.596
}



# 3
{
  "formula": "C10H19N5O5",
  "method": "ωB97M-V/def2-TZVPD",
  "symbols": ["C", "C", "C", "C", "C", "C", "C", "C", "C", "C", "H", "H", "H", "H", "H", "H", "H", "H", "H", "H", "H", "H", "H", "H", "H", "H", "H", "H", "H", "N", "N", "N", "N", "N", "O", "O", "O", "O", "O"],
  "coordinates": [[-1.59500, -1.92572, 0.09117], [-0.62302, -0.98317, 0.85024], [-2.23846, -1.14168, -1.11330], [-3.06833, 0.00287, -0.51044], [1.39095, -1.66663, -0.48136], [2.90649, -1.93438, -0.01457], [1.42214, -0.74910, -1.68401], [1.64628, 0.70445, -1.29660], [0.23142, 1.43948, -1.16563], [0.83442, 3.20848, 0.54158], [-3.58432, -2.11300, 0.52190], [-2.70652, -2.06881, 1.91241], [-1.02763, -2.79952, -0.19589], [-1.34991, -0.92145, -1.83197], [-2.90946, -1.76940, -1.64146], [-3.26772, 1.94001, -0.62848], [1.21876, -0.24440, 1.10055], [0.85902, -2.61252, -0.69276], [0.41907, -0.69222, -2.10094], [1.96745, -1.35954, -2.46757], [2.15704, 1.16993, -2.16324], [2.08023, 0.93018, -0.32290], [-0.47073, 1.25158, -2.04406], [-0.26863, 0.86225, -0.41589], [0.20331, 3.48399, -1.38662], [1.66175, 4.66470, 1.40003], [1.17803, 2.61795, 2.47247], [0.09643, 1.62242, 1.72051], [2.09454, -2.38090, 1.63522], [-2.65285, -2.44013, 0.90161], [0.72965, -1.05550, 0.69190], [0.30622, 2.79752, -0.65423], [1.22406, 4.40374, 0.55209], [0.87805, 2.29691, 1.58317], [-1.08241, -0.16194, 1.60677], [-4.10040, -0.21286, 0.13147], [-2.64523, 1.23253, -0.80140], [3.90520, -1.70865, -0.68471], [3.02434, -2.31491, 1.28592]],
  "homo_energy_ev": -8.587,
  "spin_multiplicity": 1,
  "total_energy_ha": -1042.43505,
  "fmax_ev_per_a": 3.61,
  "e_lumo_ev": 0.343,
  "smiles": "[H]/N=C(\\N)NCCC[C@H](NC(=O)[C@@H](N)CC(=O)O)C(=O)O"
}



# 4
{
  "formula": "C10H19O6",
  "method": "ωB97M-V/def2-TZVPD",
  "symbols": ["O", "C", "O", "O", "H", "C", "C", "O", "C", "H", "H", "H", "H", "H", "H", "C", "C", "O", "C", "H", "H", "H", "H", "H", "H", "C", "C", "O", "C", "H", "H", "H", "H", "H", "H"],
  "coordinates": [[-0.09096, -0.26051, 2.72660], [-1.00693, 0.35086, 3.57780], [-1.11864, 0.05107, 4.77811], [-1.74108, 1.21605, 2.98123], [-0.50537, 0.39052, 2.08094], [-0.62173, -2.40523, 0.01887], [-0.17892, -3.34546, -1.03980], [0.39752, -4.38498, -0.81963], [-0.65062, -2.98772, -2.46336], [-1.51386, -1.83867, -0.22578], [0.18781, -1.68495, 0.17252], [-0.64824, -3.01741, 0.92003], [-1.35255, -3.70302, -2.88421], [0.21639, -2.86637, -3.11583], [-1.09288, -1.99288, -2.40577], [-2.37469, 2.61059, -2.66248], [-2.07154, 3.11517, -1.28229], [-2.28459, 4.28231, -1.01078], [-1.49966, 2.18960, -0.20879], [-1.43413, 2.21535, -3.05307], [-2.83835, 3.35471, -3.30028], [-3.06725, 1.77990, -2.49629], [-1.98222, 2.24583, 0.76434], [-0.46848, 2.54609, -0.16139], [-1.54753, 1.18252, -0.62781], [2.65379, 1.28471, 1.40266], [3.43176, 0.23859, 0.62448], [4.44294, 0.53177, 0.02779], [2.94247, -1.17295, 0.76285], [1.60069, 1.01066, 1.35391], [2.82573, 2.25662, 0.93412], [2.90717, 1.48487, 2.44357], [2.56439, -1.41484, -0.23793], [2.15025, -1.40541, 1.47143], [3.76930, -1.85741, 0.95426]],
  "homo_energy_ev": -4.694,
  "charge": -1,
  "spin_multiplicity": 1,
  "total_energy_ha": -843.92528,
  "fmax_ev_per_a": 3.98,
  "e_lumo_ev": 2.449
}



# 5
{
  "formula": "C10H20",
  "method": "ωB97M-V/def2-TZVPD",
  "symbols": ["C", "C", "C", "C", "C", "H", "H", "H", "H", "H", "H", "H", "H", "H", "H", "C", "C", "C", "C", "C", "H", "H", "H", "H", "H", "H", "H", "H", "H", "H"],
  "coordinates": [[4.20834, -0.20612, 0.90109], [2.93532, -0.36287, 0.81691], [5.17568, -0.81081, 1.95580], [1.25994, -0.93498, -0.94144], [1.97837, 0.20537, -0.23497], [4.68625, 0.35918, 0.09013], [2.45391, -0.95804, 1.60408], [5.80570, -1.50921, 1.37968], [4.66348, -1.37505, 2.75324], [5.82701, -0.05340, 2.42346], [0.56202, -0.49740, -1.67495], [0.69808, -1.62450, -0.28914], [2.02645, -1.51180, -1.48582], [2.58914, 0.76840, -0.96669], [1.22427, 0.90132, 0.18027], [-3.71210, 0.25471, -1.47253], [-2.71366, 0.18090, -0.57457], [-4.24421, -0.84819, -2.35504], [-2.59381, 1.52863, 1.58598], [-2.01399, 1.25974, 0.19304], [-4.08906, 1.28514, -1.51398], [-2.27158, -0.80838, -0.39711], [-3.91217, -0.61774, -3.38132], [-5.34689, -0.86885, -2.33832], [-3.86939, -1.84851, -2.08029], [-3.56873, 2.03198, 1.47295], [-1.94089, 2.16232, 2.20947], [-2.75177, 0.56830, 2.10505], [-2.13685, 2.25534, -0.27508], [-0.92890, 1.07448, 0.31014]],
  "homo_energy_ev": -9.120,
  "spin_multiplicity": 1,
  "total_energy_ha": -392.95496,
  "fmax_ev_per_a": 3.45,
  "e_lumo_ev": 1.082,
  "smiles": "C/C=C/CC.C/C=C/CC"
}



# 6
{
  "formula": "C10H20BIN3O8P",
  "method": "ωB97M-V/def2-TZVPD",
  "symbols": ["C", "C", "O", "C", "C", "N", "C", "C", "I", "N", "B", "C", "O", "C", "N", "C", "C", "O", "O", "H", "H", "H", "H", "H", "H", "H", "H", "H", "H", "H", "H", "H", "H", "H", "H", "H", "H", "H", "H", "O", "P", "O", "O", "O"],
  "coordinates": [[-3.98539, 3.08217, 0.97067], [-2.77931, 2.38933, 0.09779], [-2.42433, 1.01853, 0.52759], [-1.73912, 1.03533, 1.83047], [-0.28326, 0.28451, 1.86219], [-0.06507, -0.72018, 0.73391], [0.08556, -2.08982, 1.42962], [1.71717, -2.30735, 1.72813], [2.18122, -3.83439, 0.17021], [2.18718, -0.91557, 1.37539], [3.66769, -0.62266, 1.37193], [4.76355, -0.99769, 0.20764], [4.20889, 0.09514, 2.58018], [1.36181, -0.57621, 0.16252], [1.66302, -0.25379, -1.13398], [0.57606, -0.00226, -2.17669], [0.25397, 1.58090, -2.45097], [0.15392, 2.51314, -1.48436], [0.00492, 2.05207, -3.84923], [-3.57127, 3.64567, 1.92223], [-4.76119, 2.27334, 1.36372], [-4.55981, 3.82444, 0.23975], [-1.84520, 3.10323, 0.12758], [-3.12532, 2.30711, -1.03165], [-2.43185, 0.62199, 2.69174], [-1.54957, 2.18434, 2.09661], [0.54785, 1.12456, 1.85909], [-0.18290, -0.28376, 2.89236], [-0.66804, -2.34211, 2.28827], [-0.15510, -2.82922, 0.53223], [1.93087, -2.69876, 2.81917], [5.80504, -1.24568, 0.73716], [4.44747, -1.87560, -0.49871], [4.92811, -0.00888, -0.44185], [3.44655, 0.07939, 3.24664], [2.66056, -0.17998, -1.42750], [-0.46277, -0.50271, -1.86614], [0.84783, -0.51146, -3.21998], [0.86882, 2.48512, -4.13856], [-2.48271, -2.95417, -1.52619], [-2.74368, -2.18059, -2.82910], [-1.67199, -2.54991, -3.86784], [-2.68641, -0.66991, -2.54793], [-4.13376, -2.54764, -3.37413]],
  "homo_energy_ev": 1.129,
  "charge": -2,
  "spin_multiplicity": 1,
  "total_energy_ha": -1822.83595,
  "fmax_ev_per_a": 8.33,
  "e_lumo_ev": 3.649
}